(1)
A molecular structure, C23H21ClFN9O8PtS in a non-equilibrium geometry. Source: OMol25; level of theory: ωB97M-V with the def2-TZVPD basis set.

XYZ file:
```
65
Properties=species:S:1:pos:R:3
Pt -0.33980 1.99244 0.03635
C 3.96475 -1.00315 -2.51479
C 3.22192 0.11109 -1.83586
C 3.05904 0.03588 -0.37239
C 2.71119 1.11611 0.34227
C 2.64917 2.43156 -0.28902
C 2.96785 2.64268 -1.56860
C 3.16485 1.48469 -2.44916
S 2.18989 3.79433 0.74008
O 2.68739 3.51831 2.06070
O 2.51034 5.03659 0.10279
N 0.53599 3.62700 0.82806
C -0.24953 4.64054 0.07517
C -0.42157 4.27590 -1.41206
O -0.74612 5.06393 -2.25019
O -0.16927 2.98996 -1.65576
H 3.41181 -1.93679 -2.40060
H 4.95159 -1.12836 -2.06810
H 4.07948 -0.79455 -3.57696
H 3.21104 -0.92449 0.11329
H 2.55492 1.04880 1.41133
H 3.05564 3.64856 -1.95837
H 3.66992 1.64506 -3.39499
H 0.21142 5.62286 0.15211
H -1.24169 4.71672 0.53120
N 0.55087 1.86977 3.35617
C -0.28679 0.91669 2.98309
N -0.59509 -0.01732 3.90734
C -1.42656 -0.97876 3.55168
N -1.66097 -1.98425 4.38803
N -2.08119 -1.00346 2.34568
C -1.73428 -0.01517 1.46814
N -0.78275 0.91528 1.72287
C -2.27919 -0.04501 0.23811
C -3.32176 -0.99105 -0.01518
C -3.81630 -0.99129 -1.40468
C -3.26515 -0.16487 -2.32018
C -2.17224 0.71059 -1.95098
N -1.75676 0.74649 -0.73782
H 0.91762 1.82440 4.29127
H 0.76119 2.67408 2.78089
H -1.17587 -2.00964 5.26671
H -2.24559 -2.74784 4.08828
H -4.13823 -0.85644 0.70157
H -4.64061 -1.64395 -1.66577
H -3.62585 -0.12984 -3.33790
H -1.66959 1.36821 -2.65722
F -3.96673 -2.75858 1.42068
C -2.87632 -2.45479 0.62699
C -1.66819 -2.38842 1.45688
N -0.15566 -1.92672 -1.16474
C 0.51680 -3.87189 0.76492
C 1.91038 -3.71400 0.63665
O 2.06403 0.58051 -2.52741
O 2.47379 -2.67359 0.26478
C -0.91007 -2.71425 -1.96980
O -0.72733 -2.72442 -3.16951
N -1.92507 -3.57432 -1.46959
C -2.82501 -3.58018 -0.43730
O -3.66400 -4.44647 -0.37098
H 0.48548 0.77101 -0.31900
H 2.48685 -4.62815 0.86631
H -0.07667 -4.45115 1.44888
H -2.15902 -4.27471 -2.16211
Cl -0.17845 -2.27219 0.45773
```

Maximum force in eV/Å: 3.0
HOMO (alpha / beta) in Ha: -0.316 / -0.316
Electronic energy in hartree: -3061.005249
Relative energy (zero: lowest compared OMol25 entry of this formula, charge and spin) in kcal per mole: 332.9

(2)
A molecular structure, C22H14BF2I2IrN3O3 in a non-equilibrium geometry. Source: OMol25; level of theory: ωB97M-V with the def2-TZVPD basis set.

XYZ file:
```
48
Properties=species:S:1:pos:R:3
Ir 0.09944 0.02275 0.04570
I -1.66016 2.46816 -4.41024
C -2.21965 2.75413 -2.43328
C -3.15674 3.70273 -2.06456
C -3.51952 3.87440 -0.73717
I -4.95120 5.31724 -0.29077
C -2.91718 3.08536 0.30480
C -3.22854 3.18666 1.67129
C -2.54761 2.41274 2.58308
C -1.56429 1.53581 2.13561
N -1.28330 1.38742 0.84539
C -1.94236 2.14530 -0.06042
C -1.58183 1.92960 -1.45143
O -0.73648 1.04013 -1.75756
H -3.61433 4.31880 -2.82636
H -3.99719 3.87294 1.99999
H -2.76190 2.48801 3.63947
H -0.98709 0.94552 2.83558
O 6.17522 -0.42857 -5.16010
C 5.30924 0.40815 -4.59864
O 5.33483 1.58200 -4.82816
C 4.27402 -0.14618 -3.64213
C 3.43075 0.78576 -3.04067
C 2.47505 0.37805 -2.14351
C 2.31487 -0.97435 -1.79739
C 3.14211 -1.90769 -2.44242
C 4.10258 -1.49602 -3.34194
N 1.33444 -1.31503 -0.86181
C 1.10987 -2.55030 -0.51756
C 0.00071 -2.87285 0.31928
C -0.32221 -4.18451 0.67128
C -1.38282 -4.41799 1.52556
C -2.11440 -3.34274 2.01692
C -1.76123 -2.06609 1.61184
N -0.74933 -1.84143 0.78171
H 6.08188 -1.34932 -4.90680
H 3.54897 1.82896 -3.29759
H 1.80849 1.11219 -1.70437
H 3.04718 -2.96600 -2.24399
H 4.71244 -2.26276 -3.80208
H 1.76447 -3.34153 -0.85491
H 0.26869 -4.99783 0.27119
H -1.64421 -5.42622 1.81766
H -2.93848 -3.48679 2.69996
H -2.31331 -1.20234 1.95940
F 1.47097 2.28133 1.39967
B 1.66994 1.05983 0.93676
F 2.87763 0.55653 1.06405
```

Maximum force in eV/Å: 2.2
HOMO (alpha / beta) in Ha: -0.525 / -0.534
Charge: +2
Spin multiplicity: 2
Electronic energy in hartree: -2160.621966
Relative energy (zero: lowest compared OMol25 entry of this formula, charge and spin) in kcal per mole: 32.4

(3)
A molecular structure, C4H8B2F8OSn in a non-equilibrium geometry. Source: OMol25; level of theory: ωB97M-V with the def2-TZVPD basis set.

XYZ file:
```
24
Properties=species:S:1:pos:R:3
Sn -32.05503 -1.21985 2.38968
B -29.19993 -0.93712 4.02537
F -29.34109 -1.50439 5.28596
F -29.52530 -1.94047 3.10481
F -30.06325 0.12510 3.81438
F -27.89982 -0.45449 3.85828
B -32.18328 2.53292 2.47817
F -33.08322 3.58139 2.39697
F -32.97421 1.36190 2.24620
F -31.29717 2.63194 1.40046
F -31.40748 2.44836 3.63425
C -33.53554 -0.31463 -2.47456
C -32.41085 0.70339 -2.33857
C -32.44610 0.89335 -0.83068
O -32.84630 -0.40009 -0.28091
C -33.48292 -1.24926 -1.25965
H -33.59069 -0.76230 -3.46565
H -34.51544 0.10923 -2.23906
H -32.57847 1.58839 -2.95112
H -31.44041 0.35965 -2.70058
H -33.10147 1.68311 -0.46307
H -31.48277 1.20542 -0.42752
H -34.49389 -1.51764 -0.96152
H -32.80491 -2.08202 -1.45624
```

Maximum force in eV/Å: 3.5
HOMO in Ha: -0.425
Electronic energy in hartree: -1295.719333
Relative energy (zero: lowest compared OMol25 entry of this formula, charge and spin) in kcal per mole: 38.5

(4)
A molecular structure, C3H4 in a non-equilibrium geometry. Source: OMol25; level of theory: ωB97M-V with the def2-TZVPD basis set.

XYZ file:
```
7
Properties=species:S:1:pos:R:3
C -2.25253 0.00060 0.01755
H -1.75801 0.31655 0.94228
H -2.50161 -1.06826 0.01424
H -1.75766 0.33866 -0.89653
C -4.06109 0.96143 0.01200
C -4.43820 1.80006 -0.89084
H -4.51361 0.60581 0.94283
```

Maximum force in eV/Å: 1.8
HOMO (alpha / beta) in Ha: -0.037 / -0.128
Charge: -1
Spin multiplicity: 2
Electronic energy in hartree: -116.537302
Relative energy (zero: lowest compared OMol25 entry of this formula, charge and spin) in kcal per mole: 0.0

(5)
A single C3H3NO molecule in a non-equilibrium geometry. Source: OMol25; level of theory: ωB97M-V with the def2-TZVPD basis set.

XYZ file:
```
8
Properties=species:S:1:pos:R:3
C -1.81946 -0.99427 0.20511
C -0.03984 0.70746 -0.08077
C 1.38070 0.36031 0.10340
N -0.86603 -0.28924 -0.09682
O 1.82322 -0.77741 0.15866
H -2.19869 -1.91537 -0.07513
H -0.37258 1.63806 -0.43797
H 2.09267 1.27047 0.22352
```

Maximum force in eV/Å: 5.0
HOMO (alpha / beta) in Ha: -0.312 / -0.312
Electronic energy in hartree: -245.991594
Relative energy (zero: lowest compared OMol25 entry of this formula, charge and spin) in kcal per mole: 62.7

(6)
A molecular structure, C4H6N2O. Source: OMol25; level of theory: ωB97M-V with the def2-TZVPD basis set.

XYZ file:
```
13
Properties=species:S:1:pos:R:3
N -1.80310 0.47738 0.34060
C -0.47168 0.36244 0.40953
C 0.02045 -0.96711 0.20031
O -0.74005 -1.93265 -0.07688
N 1.36949 -0.84236 -0.10616
C 1.74002 0.47789 0.02763
C 0.64536 1.25819 0.25369
H -2.15811 -0.41131 -0.57083
H -2.07530 1.41532 0.03519
H -1.82175 -1.29258 -0.86666
H 1.99362 -1.62370 -0.22131
H 2.78492 0.75928 -0.00731
H 0.64431 2.33072 0.39240
```

Maximum force in eV/Å: 0.4
HOMO (alpha / beta) in Ha: -0.292 / -0.292
Electronic energy in hartree: -340.647643
Relative energy (zero: lowest compared OMol25 entry of this formula, charge and spin) in kcal per mole: 92.4